98
Properties=species:S:1:pos:R:3:forces:R:3 method="wB97M-V/def2-TZVPD" homo_energy_ev=-13.48 total_charge=+2
Ti 0.40263 0.57603 -0.01539 -0.5051 0.1978 0.1625
Cl 4.96869 -3.93219 -3.33128 -0.0322 0.0384 0.0131
S 4.08228 1.11453 0.61909 0.3549 -0.2448 0.0781
P -1.69205 -0.81182 0.48323 0.1015 -0.4712 0.0312
P -2.42529 2.04076 -0.54154 0.2727 -0.0786 0.2507
O 5.03484 1.27503 -0.42909 -0.0492 0.0235 -0.0360
O 0.58282 2.47680 0.48856 -0.0795 0.1940 0.1392
O 0.55295 0.96895 2.02700 -0.0526 -0.0041 0.2441
O 2.69542 0.90626 0.22686 -0.4375 0.4522 -0.0594
O 1.10242 -1.13825 0.72978 -0.4170 0.5944 0.6270
O 1.00421 0.01641 -1.59172 -0.1194 -0.1866 -0.3465
N 4.09898 2.38152 1.65305 -0.0284 -0.0365 -0.0307
C 4.06112 -0.41699 2.88928 -0.0766 -0.0193 -0.0034
C -2.82698 -1.18932 -0.86772 -0.0253 -0.0198 0.1292
C -3.42590 1.13659 1.79720 -0.0067 -0.0520 -0.0361
C 0.92617 2.12269 1.67734 -0.0233 0.1134 -0.0744
C -6.58671 2.41590 -2.46309 0.0015 -0.0084 -0.0106
C -4.08618 2.17098 -1.27059 -0.0289 -0.2289 -0.1177
C 5.30858 -3.89422 3.74123 -0.0151 -0.0097 0.0082
C 0.50104 4.92879 -2.45703 -0.0084 -0.0451 0.0023
C -0.60495 -4.76878 0.49437 -0.0328 0.0451 -0.0603
C 5.03332 -2.63209 2.97855 -0.0103 0.0459 0.0091
C -0.36572 5.45399 -1.50531 -0.0259 -0.0552 -0.0103
C -0.90506 -2.74926 2.36912 0.0302 0.0062 -0.1087
C 3.27711 -2.85577 -1.53423 -0.0769 0.1620 -0.1286
C 3.04629 3.41623 1.69275 0.1574 0.0661 -0.1201
C 3.80521 -2.77538 -2.80583 -0.0220 -0.0122 0.0631
C -0.60322 2.81121 -2.29005 0.3093 0.0242 -0.4939
C 0.37864 3.60448 -2.86010 -0.0308 0.1750 -0.1195
C 3.40216 -1.75409 -3.66815 -0.0619 0.0636 0.0350
C -1.33507 4.64852 -0.92348 0.1089 0.0208 0.0223
C -6.21761 3.28083 -1.44074 -0.0193 -0.0069 -0.0229
C -4.96590 -2.03145 -1.57871 0.0354 0.0287 -0.0257
C 1.84044 -1.97069 0.21975 0.4938 -0.9562 -0.3156
C 1.80877 3.00208 2.48989 -0.0587 -0.0184 0.0261
C 2.34322 -1.89673 -1.11122 0.2658 -0.0886 -0.4812
C -1.22162 -2.49679 1.03248 -0.0649 0.1070 0.1815
C 1.93072 -0.88098 -1.99754 0.0467 -0.0858 0.0258
C -4.97331 3.16186 -0.84703 0.0842 -0.0465 0.0335
C -0.29149 -5.00864 1.82263 0.0024 -0.0005 0.0474
C -1.43129 3.31820 -1.30508 -0.1077 0.1792 0.1502
C -4.12243 -1.59487 -0.56709 -0.1076 -0.0221 0.0342
C 4.51753 -0.28375 1.58207 0.0255 0.0630 0.1168
C -0.44827 -3.99755 2.76078 -0.0118 -0.0131 -0.0296
C -2.71280 2.37817 1.22838 -0.2264 -0.2288 -0.0231
C -2.37325 -1.23340 -2.18339 0.2854 -0.0888 0.0073
C -4.46015 1.31417 -2.30270 0.0439 0.1443 0.0128
C 5.48505 -2.46802 1.67144 -0.0143 0.0201 0.0084
C 5.23479 -1.29944 0.96677 0.0564 -0.0110 0.0454
C 2.46380 -0.80940 -3.27533 0.0430 -0.1889 0.1147
C -4.50920 -2.08190 -2.88810 0.0801 0.0045 0.0201
C -2.56396 -0.12755 1.94573 -0.0320 0.1951 -0.0128
C -1.07091 -3.52147 0.09873 0.0047 0.0177 -0.0007
C -5.70650 1.43719 -2.89753 -0.0118 0.0794 0.0290
C 4.32232 -1.58667 3.57624 0.0112 -0.0235 -0.0316
C -3.21100 -1.68376 -3.18995 -0.0551 -0.1933 -0.0322
H 3.51951 0.38885 3.36769 0.0158 -0.0173 -0.0161
H -2.85714 -1.72451 -4.21098 0.0187 0.0027 -0.0193
H 2.09631 -2.84291 0.83372 0.1218 0.0582 -0.0238
H 4.39032 -4.46902 3.87349 -0.0107 -0.0094 0.0086
H 6.02946 -4.52419 3.22591 0.0161 -0.0109 -0.0165
H -7.55967 2.51222 -2.92396 -0.0304 0.0051 -0.0107
H 2.07505 2.50477 3.42064 -0.0244 0.0095 0.0018
H -3.17694 -0.94824 2.32491 -0.0174 0.0237 0.0360
H -0.22254 -4.18297 3.80121 0.0097 -0.0021 0.0461
H -1.75714 2.55473 1.71320 0.1254 -0.0116 0.1248
H 2.15262 -0.02468 -3.94965 -0.0206 0.0217 0.0074
H -3.33193 3.25584 1.40087 -0.0005 0.0827 -0.0449
H -4.69603 3.84883 -0.06035 -0.0302 0.0726 0.0403
H -6.90020 4.05112 -1.10971 -0.0057 0.0171 0.0105
H 3.83248 -1.70454 -4.65955 -0.0013 0.0005 0.0001
H 2.75664 3.74582 0.69194 0.0072 -0.0400 0.0499
H -3.81995 1.37658 2.78689 0.0400 -0.0365 -0.0115
H 3.98585 -1.68739 4.60039 0.0001 -0.0127 0.0086
H -5.16241 -2.43245 -3.67527 -0.0114 -0.0081 -0.0150
H 1.26098 5.55981 -2.89717 0.0173 0.0056 -0.0054
H -0.50715 -5.55874 -0.23714 0.0020 -0.0227 -0.0313
H 6.06390 -3.25534 1.20517 0.0083 -0.0051 -0.0101
H -0.28123 6.49141 -1.21335 0.0004 0.0337 0.0066
H -3.77412 0.55609 -2.64947 -0.1033 0.1501 0.0123
H -5.98947 0.77052 -3.70067 0.0011 -0.0206 -0.0187
H 5.04205 2.75955 1.71023 -0.1513 -0.0995 0.0328
H -1.99118 5.05313 -0.16625 -0.0566 0.0480 0.0747
H 1.23514 3.90361 2.72620 0.0290 -0.0051 -0.0235
H 3.58878 -3.64132 -0.85866 0.0097 -0.0152 0.0206
H 0.05501 -5.98516 2.13031 0.0170 -0.0307 0.0094
H -1.35800 -0.92399 -2.42516 -0.1081 -0.0024 0.0310
H -4.29790 0.90541 1.17604 0.0463 0.0599 0.0245
H -5.97485 -2.33802 -1.34053 -0.0194 -0.0058 -0.0040
H 5.61214 -1.16852 -0.03616 0.0250 0.0298 -0.0975
H -0.76110 1.79023 -2.62904 0.2085 0.0194 0.0092
H 5.69596 -3.67130 4.73431 0.0103 0.0071 0.0220
H -4.48183 -1.58355 0.45603 0.0034 -0.0050 -0.0387
H -1.32967 -3.36486 -0.93960 -0.0184 0.0319 -0.0517
H -1.77534 0.04462 2.68643 -0.0450 -0.0116 -0.0805
H 3.50445 4.26437 2.19858 -0.0084 -0.0269 -0.0355
H -0.99971 -1.97780 3.11759 -0.0092 0.0957 0.0617
H 1.03414 3.20499 -3.62242 0.0000 0.0070 -0.0205



98
Properties=species:S:1:pos:R:3:forces:R:3 method="wB97M-V/def2-TZVPD" spin_multiplicity=3 homo_energy_ev="-15.61 / -16.08" total_charge=+3
W 0.18955 0.51798 0.25579 -0.3623 -0.1430 -0.4245
P 0.56094 -0.47684 2.70879 -0.0176 -0.1559 -0.0215
F 2.31146 2.68335 0.57739 0.0723 0.0662 -0.1126
F 3.29617 0.74969 0.36319 0.0845 0.0338 -0.0384
N -2.16266 1.04884 -0.20178 0.1002 0.0530 0.0514
N 1.67692 -1.06467 -0.54564 -0.0007 0.2255 -0.1029
N -0.27322 0.79573 3.45903 -0.0959 0.0536 0.0827
N -0.22338 3.85496 -2.67626 -0.0317 -0.1340 0.0649
N -1.15497 -1.38796 0.13588 0.0538 0.0050 -0.1301
N 0.42378 2.13541 -1.41236 0.0040 0.1165 -0.1104
N -0.13297 2.28100 1.64458 0.1472 0.0533 0.1061
N -0.15365 -0.59748 -2.31621 0.1874 -0.0676 -0.0119
C 1.98748 -0.75261 4.99636 0.0395 -0.0375 -0.0201
C -1.18783 -2.29643 -0.85487 -0.0705 -0.0752 0.0673
C 2.32350 -1.87828 0.29861 0.1130 -0.1105 0.1729
C -0.46242 -2.02082 -2.13890 -0.0021 -0.0509 -0.0912
C -4.16710 1.48543 -1.43050 0.0726 -0.0637 0.0287
C -0.46349 4.43093 3.42441 0.0100 0.0304 -0.0716
C -0.57978 2.91989 -1.79838 -0.0627 0.0310 0.2491
C 0.27739 -3.17809 3.26750 0.0046 0.0062 0.0104
C -0.10278 3.58093 1.23423 -0.0544 0.0508 0.0232
C 4.00123 -2.42648 -1.29007 -0.0517 0.0350 0.0225
C 3.43785 -0.59557 3.08473 0.0227 -0.0004 -0.0882
C 3.29856 -1.65816 -2.20257 -0.0472 0.0365 0.0213
C -1.51018 -4.15607 4.54056 0.0078 -0.0478 -0.0039
C 3.71107 2.89209 -3.08931 -0.0423 0.0499 -0.0115
C -2.07018 -2.90074 4.71995 0.0030 0.0392 -0.0117
C -1.47778 -1.78654 4.14511 0.0136 0.0018 0.0270
C -0.26123 2.08924 2.97511 -0.0115 -0.0169 0.1000
C -2.81317 -3.63032 0.30543 0.0074 0.0432 0.0181
C 3.08449 -0.85498 5.83062 0.0017 0.0129 -0.0585
C 1.54293 2.62909 -2.14753 -0.0001 -0.0399 0.0963
C 3.26596 3.97868 -3.86326 0.0279 -0.0182 -0.0090
C -4.06705 2.12856 0.84128 0.1481 -0.0674 -0.0331
C -0.30051 -1.91617 3.40921 -0.0036 -0.0090 -0.0033
C 1.96067 4.40115 -3.80349 0.0232 -0.0812 0.0723
C 1.19929 -0.44978 -2.84499 -0.1499 -0.0228 -0.1318
C -0.27898 4.65611 2.05960 0.0032 -0.1280 0.0231
C 1.12598 3.70040 -2.93536 0.0723 0.0391 -0.1212
C 2.13030 -1.02406 -1.81915 0.0175 -0.0670 -0.0150
C 4.53646 -0.71634 3.92486 0.0097 0.0156 0.0192
C 4.36574 -0.84243 5.29291 -0.0376 0.0034 0.0129
C -2.79282 1.60128 0.85513 -0.0648 0.0800 0.0784
C -2.52571 0.04375 -2.52700 -0.0365 0.0758 -0.0623
C -1.14515 0.05931 -3.16171 -0.0017 0.0014 0.0410
C 2.18284 1.35892 0.89750 0.1394 0.0045 0.3255
C -1.97287 -3.44104 -0.77249 0.0673 0.1167 0.0036
C 2.14790 -0.61505 3.60754 -0.1054 0.0314 0.2543
C -0.43782 3.13924 3.88213 0.0061 -0.1070 -0.1108
C -2.87319 -2.63411 1.26943 0.0983 0.0589 -0.0551
C -2.03004 -1.55373 1.14514 -0.0710 0.0030 0.0493
C 3.46515 -2.58242 -0.02256 -0.1123 0.0817 0.0194
C -4.76027 2.11478 -0.35347 -0.0352 0.0032 -0.0211
C -0.33548 -4.29414 3.81314 -0.0152 0.0554 0.0033
C -2.89864 0.91231 -1.34128 -0.0151 -0.0426 0.0444
C 2.87488 2.20741 -2.23782 -0.0334 0.1269 0.0846
H -0.84621 4.53780 -3.08160 0.0318 0.0072 0.0035
H 1.33647 -1.00268 -3.78574 -0.0266 0.0150 0.0637
H -5.74663 2.54957 -0.44142 -0.0155 0.0053 0.0014
H -2.96866 -2.78664 5.30992 -0.0365 0.0086 0.0197
H -3.24287 0.28816 -3.31056 0.0621 0.0130 -0.0171
H -1.95038 -0.82108 4.27296 -0.0162 0.0197 0.0102
H -2.24369 1.62096 1.78101 -0.0682 0.0254 -0.0264
H 1.39408 0.59566 -3.06784 0.0030 -0.1474 -0.0063
H -2.06489 -0.75825 1.87682 -0.0062 -0.0577 -0.0376
H 3.25675 1.38988 -1.65305 0.0156 -0.0316 0.0292
H 4.91353 -2.92864 -1.57659 0.0510 -0.0350 -0.0166
H -0.53747 2.91219 4.93393 -0.0019 0.0024 0.0380
H 1.91264 -1.96982 1.29184 0.0418 -0.0103 -0.0594
H -3.43797 -4.50952 0.37023 -0.0267 -0.0395 0.0138
H -0.59550 5.25357 4.11275 -0.0069 0.0354 0.0231
H -1.58673 2.87334 -1.42852 0.0252 0.0099 0.0112
H 5.53137 -0.69961 3.50294 0.0264 -0.0025 -0.0203
H -3.54471 -2.69189 2.11121 -0.0458 -0.0104 0.0380
H -0.24171 5.65312 1.64973 -0.0013 0.0405 -0.0181
H 0.44358 -2.62956 -2.19315 -0.0518 0.0705 0.0422
H 3.62035 -0.47356 2.02935 0.0000 -0.0579 0.0300
H -1.94623 -4.14889 -1.58909 -0.0112 -0.0407 -0.0326
H -0.35920 0.74247 4.46952 0.0170 0.0353 -0.0952
H 0.11448 3.74290 0.19873 -0.0229 -0.0006 -0.0616
H -1.97582 -5.02440 4.98485 -0.0106 -0.0282 0.0189
H -1.09779 -2.37833 -2.95829 0.0668 0.0057 0.0191
H -4.48312 2.54634 1.74478 -0.0196 0.0298 0.0509
H -0.80807 1.07423 -3.37626 -0.0485 -0.0820 0.0159
H -1.21281 -0.45624 -4.13089 -0.0324 0.0318 0.0569
H 5.22394 -0.93270 5.94295 0.0441 -0.0016 0.0154
H 2.93973 -0.95868 6.89640 -0.0008 -0.0054 0.0325
H 3.62080 -1.58630 -3.23244 0.0013 0.0075 -0.0271
H 4.74580 2.59116 -3.16118 0.0521 -0.0211 -0.0093
H -2.78622 -0.98095 -2.24477 0.0148 -0.0201 0.0096
H 1.23273 -3.30562 2.77615 0.0391 0.0193 -0.0740
H 2.32863 1.31618 1.98872 -0.0468 0.0806 -0.3030
H 1.60235 5.22838 -4.39805 -0.0377 0.0390 -0.0223
H 1.00202 -0.81540 5.44340 -0.0293 -0.0018 -0.0143
H 3.92313 -3.21985 0.71847 0.0301 -0.0355 0.0297
H -4.70437 1.39593 -2.36303 -0.0366 0.0091 -0.0217
H 3.96045 4.48422 -4.51833 0.0304 0.0112 -0.0073
H 0.12023 -5.26660 3.69742 0.0217 -0.0477 -0.0040



Electronic energy? In order: -125125.7557, -74758.2819 eV.
ΔE to the lowest compared entry with this formula, charge and spin? In order: 0.0, 0.0 kJ/mol.